(1)
ORCA calculation (ωB97M-V with the def2-TZVPD basis set) on a 2-piece molecular cluster, C3H4I2 overall in a non-equilibrium geometry.

```
! wB97M-V def2-TZVPD RIJCOSX def2/J DEFGRID3
* xyz 0 1
C -0.8420 0.3823 0.0281
C 1.4211 0.1615 -0.2342
C -2.0135 0.1753 0.6648
I 2.0402 2.1289 0.0221
I -3.7770 1.1365 -0.0379
H -0.8284 1.0194 -0.8415
H 1.3790 -0.1633 -1.2534
H 1.7705 -0.5284 0.5104
H -2.1869 -0.4140 1.5461
*
```

HOMO energy (alpha / beta) (eV): -8.940 / -8.939
Energy above the lowest of the compared OMol25 structures with the same formula, charge and spin (kcal/mol): 71.2
Kohn-Sham gap (alpha / beta) (eV): 8.22 / 8.22
Molecular weight (g/mol): 293.87
Calculated total energy (Ha): -711.9404

=====

(2)
ORCA calculation (ωB97M-V with the def2-TZVPD basis set) on C3H4I2NO4S2 as an isolated structure in a non-equilibrium geometry.

```
! wB97M-V def2-TZVPD RIJCOSX def2/J DEFGRID3
* xyz -1 1
C -1.1801 -1.4079 -0.6460
C -0.5241 -0.3777 -1.5212
I -1.4372 -0.1943 -3.4139
C 0.5439 0.3403 -1.1579
I 1.4880 1.7070 -2.4505
S 1.3426 0.2059 0.4515
O 2.0441 1.4437 0.6567
O 2.1619 -0.9712 0.3304
N 0.2206 -0.0761 1.5522
S -0.4745 1.2239 2.1855
O -1.6221 0.7787 2.9378
O -0.7183 2.2952 1.2597
H -2.0041 -1.8796 -1.1613
H -0.4282 -2.1409 -0.3807
H -1.5604 -0.9666 0.2626
H 0.4044 1.6362 3.1251
*
```

HOMO energy (eV): -5.975
Kohn-Sham gap (eV): 8.26
Molecular weight (g/mol): 436.01
Calculated total energy (Ha): -1864.2181

=====

(3)
ORCA calculation (ωB97M-V with the def2-TZVPD basis set) on C3H4INO as an isolated structure in a non-equilibrium geometry.

```
! wB97M-V def2-TZVPD RIJCOSX def2/J DEFGRID3
* xyz 0 1
C -0.6596 -0.7628 -0.6541
C 1.6884 -0.6017 -0.4068
C -1.0859 0.1756 0.4378
N 0.5956 -1.0370 -0.6241
O 0.2338 1.4968 0.7708
I 3.4435 -1.2538 0.3795
H -1.3576 -0.6411 -1.4725
H -2.1384 0.6578 0.1928
H -0.0465 1.8710 -0.0697
H -0.6734 0.0951 1.4462
*
```

HOMO energy (alpha / beta) (eV): -7.863 / -7.862
Energy above the lowest of the compared OMol25 structures with the same formula, charge and spin (kcal/mol): 122.1
Kohn-Sham gap (alpha / beta) (eV): 7.01 / 7.01
Molecular weight (g/mol): 196.97
Calculated total energy (Ha): -544.1883

=====

(4)
ORCA calculation (ωB97M-V with the def2-TZVPD basis set) on one molecule with the formula C3H4INO2 in a non-equilibrium geometry.

```
! wB97M-V def2-TZVPD RIJCOSX def2/J DEFGRID3
* xyz 0 1
C 0.0280 -1.7086 -0.0654
C 1.4042 0.2746 -0.4387
C -1.8347 0.0076 0.4217
N -1.1702 -1.1611 0.4363
O 0.1495 -2.9142 0.0108
O 0.9977 -0.9745 -0.6078
I -3.8788 0.0100 -0.0752
H 2.0683 0.6400 -1.1964
H 1.0480 0.8767 0.3811
H -1.2999 0.8994 0.1259
H -1.7398 -1.9679 0.7032
*
```

HOMO energy (alpha / beta) (eV): -8.314 / -7.714
Energy above the lowest of the compared OMol25 structures with the same formula, charge and spin (kcal/mol): 84.3
Kohn-Sham gap (alpha / beta) (eV): 7.95 / 7.69
Molecular weight (g/mol): 212.97
Calculated total energy (Ha): -619.5120

=====

(5)
ORCA calculation (ωB97M-V with the def2-TZVPD basis set) on C3H4INO2 as an isolated structure in a non-equilibrium geometry.

```
! wB97M-V def2-TZVPD RIJCOSX def2/J DEFGRID3
* xyz 0 1
C 0.6726 0.4038 -2.0449
C -1.2459 0.0032 0.4800
C -0.5589 -0.2578 1.6506
N 0.7222 0.1915 -0.7706
O 1.6015 0.2554 -2.8342
O -2.1104 0.1920 -0.2418
I 2.3560 -0.5470 0.0625
H -0.1870 0.8714 -2.3921
H 0.4772 -0.5980 1.4767
H -0.6319 0.6134 2.3863
H -1.0954 -1.1280 2.2275
*
```

HOMO energy (eV): -8.243
Energy above the lowest of the compared OMol25 structures with the same formula, charge and spin (kcal/mol): 75.0
Kohn-Sham gap (eV): 7.68
Molecular weight (g/mol): 212.97
Calculated total energy (Ha): -619.5267

=====

(6)
ORCA calculation (ωB97M-V with the def2-TZVPD basis set) on a 2-piece molecular cluster, C3H4INOS overall in a non-equilibrium geometry.

```
! wB97M-V def2-TZVPD RIJCOSX def2/J DEFGRID3
* xyz 0 1
C -0.6627 -2.6607 -1.5474
C -0.6441 -1.4505 -1.4196
C 0.0500 1.0245 2.3367
N -0.7035 -0.1773 -1.3541
O -0.2715 2.2174 -1.0639
S 0.2295 0.9183 -0.7254
I 2.5453 0.7380 -1.7565
H -0.6993 -3.6995 -1.6579
H 1.1030 1.1953 2.4379
H -0.6145 1.8620 2.3062
H -0.3321 0.0326 2.4441
*
```

HOMO energy (alpha / beta) (eV): -9.364 / -8.879
Energy above the lowest of the compared OMol25 structures with the same formula, charge and spin (kcal/mol): 135.8
Kohn-Sham gap (alpha / beta) (eV): 8.15 / 5.66
Molecular weight (g/mol): 229.04
Calculated total energy (Ha): -942.3681

=====

(7)
ORCA calculation (ωB97M-V with the def2-TZVPD basis set) on C3H4IrLiO3 as an isolated structure in a non-equilibrium geometry.

```
! wB97M-V def2-TZVPD RIJCOSX def2/J DEFGRID3
* xyz 2 5
C -2.5088 0.3834 0.0880
C -1.1660 -0.2543 -0.1994
O -0.1906 0.7914 -0.3622
C 1.0560 0.4791 -0.6196
O 1.3825 -0.7385 -0.7350
O -3.1461 -0.0991 1.1273
H -2.4447 1.4920 0.0504
H -1.2202 -0.8632 -1.1131
H -0.8785 -0.9135 0.6328
Ir 2.8768 0.3362 -1.0054
Li -4.8337 -0.7079 1.2542
H -3.7093 0.1466 -0.7598
*
```

HOMO energy (alpha / beta) (eV): -16.285 / -18.473
Energy above the lowest of the compared OMol25 structures with the same formula, charge and spin (kcal/mol): 20.5
Kohn-Sham gap (alpha / beta) (eV): 7.41 / 8.07
Molecular weight (g/mol): 287.22
Calculated total energy (Ha): -453.3542

=====

(8)
ORCA calculation (ωB97M-V with the def2-TZVPD basis set) on C3H4KLiO3 as an isolated structure in a non-equilibrium geometry.

```
! wB97M-V def2-TZVPD RIJCOSX def2/J DEFGRID3
* xyz 1 2
O -1.0248 -0.8361 0.0938
C -1.2977 0.3909 -0.1435
C -2.5270 0.9276 0.3690
H 0.9785 0.4145 0.2400
H -1.0719 0.6875 -1.1847
H -3.2974 0.2391 0.7205
H -2.8756 1.8987 0.0151
Li -0.1452 -2.4059 -0.5433
O 1.5481 -1.7953 -0.1118
C 1.7637 -0.5669 0.0630
O 2.8684 -0.0463 -0.1999
K 5.0809 1.0924 0.6818
*
```

HOMO energy (alpha / beta) (eV): -12.138 / -12.110
Energy above the lowest of the compared OMol25 structures with the same formula, charge and spin (kcal/mol): 39.3
Kohn-Sham gap (alpha / beta) (eV): 8.91 / 7.09
Molecular weight (g/mol): 134.10
Calculated total energy (Ha): -949.6820

=====

(9)
ORCA calculation (ωB97M-V with the def2-TZVPD basis set) on C3H4LiMgO5 as an isolated structure in a non-equilibrium geometry.

```
! wB97M-V def2-TZVPD RIJCOSX def2/J DEFGRID3
* xyz 0 2
O 2.0243 -1.5119 -1.5754
C 1.4846 -1.2614 -0.3227
C 0.2342 -1.6916 -0.0079
O -0.3793 -1.5209 1.1312
H 2.7733 -2.1098 -1.4936
H 2.1677 -0.8663 0.4390
H -0.3416 -2.1754 -0.8161
Mg -0.7205 -0.0376 2.3226
O -0.8051 1.1605 -1.0976
C -1.2564 1.8983 -0.1056
O -1.0442 1.5380 1.1105
O -1.8892 2.9387 -0.3542
Li -2.0445 3.2354 1.5728
H -0.2032 0.4040 -0.8029
*
```

HOMO energy (alpha / beta) (eV): -6.011 / -7.575
Energy above the lowest of the compared OMol25 structures with the same formula, charge and spin (kcal/mol): 0.0
Kohn-Sham gap (alpha / beta) (eV): 5.15 / 6.62
Molecular weight (g/mol): 151.31
Calculated total energy (Ha): -700.6117

=====

(10)
ORCA calculation (ωB97M-V with the def2-TZVPD basis set) on C3H4LiNaO as an isolated structure in a non-equilibrium geometry.

```
! wB97M-V def2-TZVPD RIJCOSX def2/J DEFGRID3
* xyz 0 1
C 0.9700 -0.1967 0.8708
C 0.3831 -1.2151 0.0419
C -0.2265 0.7152 -0.6671
O -1.3121 1.2648 -0.1325
Li -2.1077 0.1767 -1.3790
H 2.0392 -0.0713 0.6118
H -0.6207 -1.6219 0.2545
H 0.9450 -1.7822 -0.7173
H 0.5309 1.5019 -0.8931
Na -0.6012 1.2286 2.0099
*
```

HOMO energy (eV): -5.460
Energy above the lowest of the compared OMol25 structures with the same formula, charge and spin (kcal/mol): 22.2
Kohn-Sham gap (eV): 5.08
Molecular weight (g/mol): 86.00
Calculated total energy (Ha): -361.6222

=====

(11)
ORCA calculation (ωB97M-V with the def2-TZVPD basis set) on C3H4LiO3 as an isolated structure in a non-equilibrium geometry.

```
! wB97M-V def2-TZVPD RIJCOSX def2/J DEFGRID3
* xyz 1 1
C 0.2373 -0.8935 0.8822
O -0.8769 1.1542 -0.5323
C -1.1176 0.0157 -0.9272
C 1.0312 0.3477 0.7971
O -0.7774 -1.0565 0.1257
O -1.3988 -0.4444 -2.0099
H 0.7378 -1.8229 1.1821
H 1.4973 0.3863 -0.2002
H 0.3402 0.6798 1.7223
Li -1.6244 1.3889 -2.4334
H 1.9513 0.2447 1.3936
*
```

HOMO energy (eV): -15.430
Energy above the lowest of the compared OMol25 structures with the same formula, charge and spin (kcal/mol): 66.1
Kohn-Sham gap (eV): 9.97
Molecular weight (g/mol): 95.00
Calculated total energy (Ha): -349.6703

=====

(12)
ORCA calculation (ωB97M-V with the def2-TZVPD basis set) on C3H4LiO4Tl as an isolated structure in a non-equilibrium geometry.

```
! wB97M-V def2-TZVPD RIJCOSX def2/J DEFGRID3
* xyz 3 2
O -0.8256 -1.6381 1.1583
C -1.6677 -0.8463 0.6625
C 0.3033 0.3401 -0.8690
O -2.0289 -0.9076 -0.5279
O -1.4722 0.5014 0.9492
C -0.3786 1.1709 0.4852
H -0.4920 0.7422 -1.5174
H 0.8219 0.4987 -1.8332
H -0.6739 2.1458 0.0869
H 0.4013 1.2703 1.2475
O 1.5902 -0.7317 -0.2396
Li 3.4748 -0.3274 -0.4788
Tl 0.9474 -2.2180 0.8763
*
```

HOMO energy (alpha / beta) (eV): -23.887 / -23.943
Energy above the lowest of the compared OMol25 structures with the same formula, charge and spin (kcal/mol): 245.6
Kohn-Sham gap (alpha / beta) (eV): 6.05 / 6.13
Molecular weight (g/mol): 315.38
Calculated total energy (Ha): -596.0196